Entry 1:
Molecular formula: C28H49NO2P2V
Method: DFT, wB97M-V/def2-TZVPD

Cartesian coordinates (Å):
V  -0.48058  0.05971  0.04599
C  -1.91425  1.58708  0.13372
C  -2.25359  0.67484  -0.91303
C  -2.20342  -0.50024  1.08316
C  -1.90443  0.86535  1.36554
C  -2.44058  -0.61211  -0.32540
C  -1.70401  3.04561  -0.01936
H  -1.30882  3.27753  -1.01478
H  -1.02499  3.43436  0.74942
H  -2.65687  3.58651  0.07737
C  -1.74722  1.43130  2.72182
H  -1.44452  2.48126  2.67550
H  -1.03045  0.83656  3.29987
H  -2.69919  1.38565  3.26889
C  -2.28999  -1.59589  2.07222
H  -3.34030  -1.83244  2.29214
H  -1.79760  -1.31936  3.01581
H  -1.82042  -2.50514  1.67469
C  -2.95082  -1.80957  -1.03556
H  -4.05155  -1.79098  -1.06264
H  -2.64483  -2.73271  -0.53418
H  -2.59873  -1.82124  -2.07570
C  -2.56372  1.04784  -2.31057
H  -3.54533  1.53950  -2.37784
H  -2.57534  0.16112  -2.94740
H  -1.81409  1.73383  -2.71320
C  1.61896  0.50112  -3.24000
C  0.58526  1.33948  -3.40028
C  -0.09579  1.56650  -4.71710
C  -0.98811  0.42721  -5.29347
C  -1.06918  -0.86583  -4.53716
C  -0.01872  -1.68345  -4.38257
C  1.31575  -1.40079  -5.00632
C  2.20331  -0.29286  -4.37237
H  0.64740  1.82481  -5.49145
H  -0.63424  0.23345  -6.31718
H  -0.73944  2.45523  -4.60650
H  2.52350  0.37730  -5.19099
H  2.14855  0.39789  -2.28201
H  0.25203  1.98654  -2.57845
H  3.11770  -0.78029  -3.99513
H  1.89846  -2.33290  -4.97745
H  -0.12441  -2.67751  -3.94459
H  1.18268  -1.14422  -6.06800
H  -2.01037  0.82452  -5.38306
H  -2.08124  -1.19620  -4.29361
P  1.71590  1.85986  0.40822
C  1.53709  2.54666  2.09854
H  2.46567  3.05792  2.38670
H  1.34616  1.70724  2.78132
H  0.69247  3.24249  2.15445
C  3.51273  1.53169  0.39352
H  4.01887  2.36136  0.90557
H  3.86580  1.47111  -0.64155
H  3.72834  0.59148  0.91951
C  1.77858  3.36979  -0.63833
H  2.13185  3.08156  -1.63613
H  2.47789  4.09322  -0.19442
H  0.79321  3.83115  -0.73817
P  0.80014  -2.46110  -0.02498
C  -0.15578  -3.66439  -1.03504
H  0.50238  -4.47943  -1.36125
H  -0.55868  -3.15253  -1.91710
H  -0.98333  -4.07972  -0.44415
C  2.33558  -2.48456  -1.02227
H  2.08774  -2.38502  -2.08404
H  2.88404  -3.42132  -0.85414
H  2.96679  -1.64402  -0.72113
C  1.29169  -3.53135  1.39349
H  1.31211  -4.59194  1.10379
H  0.58203  -3.39479  2.21861
H  2.28389  -3.22453  1.74634
O  -0.46698  -0.92425  4.69113
C  0.72294  -0.92834  4.35782
C  1.80690  -1.41365  5.30457
C  3.07533  -0.99909  4.60238
C  2.59700  -0.80498  3.15876
O  3.34948  -0.93942  2.18224
N  1.24716  -0.52960  3.14328
H  1.67899  -0.97840  6.29788
H  1.75611  -2.50812  5.39527
H  3.42666  -0.01955  4.97129
H  3.90057  -1.70182  4.66890

Total charge: +1
2S+1: 3
<S²>: 2.05
Total energy: -79674.5872 eV
HOMO energy (alpha / beta): -11.0 / -11.0 eV

Entry 2:
Molecular formula: C28H50CoP2Si
Method: DFT, wB97M-V/def2-TZVPD

Cartesian coordinates (Å):
Co  -0.25617  0.85878  1.04871
C  1.24043  2.61885  1.60306
C  0.34660  2.01005  2.57775
C  2.18047  0.61620  2.21819
C  2.34901  1.75611  1.40226
C  0.97359  0.75863  2.95805
C  1.11521  4.00421  1.05998
H  0.11231  4.42312  1.23392
H  1.31913  4.02378  -0.02484
H  1.85173  4.67409  1.54185
C  3.48027  1.99835  0.46658
H  3.35162  2.94043  -0.06524
H  3.54376  1.19685  -0.27554
H  4.41732  2.02402  1.03117
C  3.09180  -0.56076  2.24701
H  4.11619  -0.22480  2.42839
H  3.06653  -1.08411  1.28296
H  2.79441  -1.26579  3.03245
C  0.60227  -0.05369  4.15875
H  1.22761  0.22241  5.02699
H  0.77594  -1.12652  3.96764
H  -0.44491  0.09561  4.43707
C  -0.79885  2.67228  3.25887
H  -0.48339  3.26244  4.13760
H  -1.51851  1.90884  3.60248
H  -1.32242  3.33820  2.56239
C  -3.17099  0.04162  -2.46097
C  -3.50305  1.22143  -1.89980
C  -4.75921  1.47275  -1.15817
C  -5.24174  0.30346  -0.26733
C  -4.15104  -0.46043  0.41280
C  -3.72796  -1.66574  -0.05062
C  -3.96853  -2.20022  -1.43421
C  -4.07802  -1.16121  -2.56491
H  -5.55809  1.72158  -1.87152
H  -5.90138  -0.36515  -0.84255
H  -4.64834  2.36425  -0.53280
H  -5.12420  -0.83417  -2.69563
H  -2.27383  -0.05341  -3.09961
H  -3.00124  2.12004  -2.27727
H  -3.82068  -1.68003  -3.50984
H  -3.16618  -2.90690  -1.68678
H  -3.30942  -2.42862  0.60223
H  -4.88431  -2.81265  -1.41754
H  -5.89535  0.72787  0.51252
H  -3.90292  -0.10392  1.41109
P  -0.14656  0.49458  -1.50140
C  0.17050  0.87758  -3.20118
C  -0.82332  1.96867  -0.66442
P  -0.71313  -1.25548  0.99281
C  -1.20483  -0.82030  -0.77306
C  -1.84585  -1.32957  2.42681
C  0.20547  -2.77855  0.79810
H  1.10256  0.37410  -3.45840
H  0.32433  1.96220  -3.26628
H  -0.62903  0.56486  -3.86322
H  -1.90578  2.00776  -0.71735
H  -0.38347  2.82708  -1.19085
H  -0.61556  2.20637  0.43072
H  -0.44260  -3.47131  0.22981
H  0.43286  -3.18419  1.79208
H  1.12826  -2.55474  0.23534
H  -1.25800  -1.72428  -1.39882
H  -2.17098  -0.31210  -0.65353
H  -1.26048  -1.72337  3.27576
H  -2.69348  -1.97632  2.20424
H  -2.18384  -0.30114  2.66813
C  5.30102  -1.65320  -0.35650
Si  3.93630  -1.64599  -1.64678
C  4.49386  -0.72221  -3.18779
C  3.49429  -3.42724  -2.08555
C  2.43545  -0.76582  -1.00843
C  1.39114  -0.10244  -0.85601
H  6.23366  -2.07126  -0.75778
H  5.02489  -2.25384  0.52124
H  5.52162  -0.63378  -0.01064
H  5.39354  -1.17336  -3.62720
H  3.71040  -0.72061  -3.95446
H  4.72479  0.32105  -2.94289
H  3.42130  -4.05873  -1.18640
H  2.52781  -3.46684  -2.61026
H  4.25736  -3.86567  -2.74344

Total charge: +1
2S+1: 5
<S²>: 6.04
Total energy: -93915.7626 eV
HOMO energy (alpha / beta): -7.1 / -10.6 eV

Entry 3:
Molecular formula: C28H50GeIrNO6SSi3
Method: DFT, wB97M-V/def2-TZVPD

Cartesian coordinates (Å):
Ir  -0.09385  -0.15013  0.21563
O  -0.52829  -4.02626  2.78939
C  -0.39304  -2.86397  2.19321
O  -1.12411  -2.39897  1.35382
C  0.78830  -2.08880  2.66912
C  1.59420  -2.51927  3.71689
C  2.64140  -1.71773  4.13282
C  2.83538  -0.50071  3.49363
C  1.99146  -0.14900  2.45786
N  0.98372  -0.93614  2.02981
C  2.00964  1.14361  1.74608
O  2.87993  2.08472  1.94094
O  1.11484  1.35000  0.92228
H  -1.33731  -4.48170  2.50022
H  1.38401  -3.46519  4.19629
H  3.28267  -2.02190  4.94914
H  3.62896  0.15811  3.82356
H  3.55813  1.88313  2.60400
C  -4.57905  1.14259  3.21323
Si  -3.34026  -0.14463  2.66192
C  -2.36591  -0.73575  4.14716
C  -4.14525  -1.54647  1.73426
Ge  -2.02504  1.26715  1.17086
Si  -3.28776  1.89081  -0.81565
C  -4.50795  3.16282  -0.19106
C  -4.23617  0.41413  -1.49675
C  -2.14717  2.58553  -2.12912
Si  -1.14431  3.26236  2.24844
C  -0.15699  2.74680  3.78104
C  -0.11633  4.25220  1.02647
C  -2.55475  4.29769  2.90751
H  -5.46893  0.60631  3.55705
H  -4.89737  1.83032  2.42965
H  -4.19879  1.72881  4.05005
H  -3.08345  -1.15200  4.86113
H  -1.84310  0.07786  4.65271
H  -1.64763  -1.52191  3.92443
H  -4.46968  -2.30094  2.45673
H  -3.47967  -2.02193  1.01573
H  -5.03104  -1.20107  1.19862
H  -5.31382  2.68590  0.36776
H  -4.96190  3.64437  -1.06292
H  -4.07645  3.95378  0.42077
H  -5.20112  0.33269  -0.99164
H  -3.70523  -0.52700  -1.36374
H  -4.45561  0.54142  -2.56039
H  -1.76333  3.57421  -1.86943
H  -2.70485  2.68469  -3.06354
H  -1.31196  1.91027  -2.30887
H  0.50054  1.88846  3.63471
H  -0.86405  2.46419  4.56496
H  0.44227  3.56856  4.17951
H  0.48621  3.64296  0.35473
H  0.55525  4.90989  1.58538
H  -0.76154  4.89313  0.42177
H  -3.29443  3.72474  3.46330
H  -3.07134  4.87515  2.14138
H  -2.10808  5.01601  3.60227
C  6.60977  2.02176  -3.51917
C  5.22261  1.91234  -2.99352
C  4.40508  3.04358  -2.89522
C  3.10360  2.96012  -2.46665
C  2.28146  4.21847  -2.40711
C  2.57823  1.66349  -2.09640
C  1.24953  1.62947  -1.72034
O  0.52379  0.58163  -1.47040
C  3.42381  0.49826  -2.17727
C  2.94435  -0.87976  -1.82528
C  4.70956  0.65589  -2.61595
H  7.00504  3.03015  -3.41945
H  6.60154  1.77432  -4.58590
H  7.27923  1.31379  -3.03245
H  4.80975  4.00675  -3.17857
H  2.87738  5.06735  -2.73156
H  1.93465  4.42846  -1.39331
H  1.40990  4.16516  -3.06164
H  0.71499  2.57772  -1.70592
H  2.16862  -1.20838  -2.51869
H  2.51318  -0.92142  -0.82111
H  3.76906  -1.58666  -1.87413
H  5.35674  -0.20956  -2.69018
C  -1.45163  -1.45675  -3.59504
S  -0.74574  -2.12773  -2.10680
C  -1.70990  -3.60946  -1.89643
O  -1.32602  -1.19570  -0.99570
H  -2.53744  -1.44200  -3.52172
H  -1.12123  -2.08944  -4.42061
H  -1.04748  -0.45314  -3.71057
H  -1.33893  -4.35373  -2.60190
H  -2.76435  -3.39871  -2.06499
H  -1.53561  -3.94099  -0.87547

Total charge: +3
2S+1: 2
<S²>: 0.76
Total energy: -137422.7988 eV
HOMO energy (alpha / beta): -15.8 / -15.8 eV

Entry 4:
Molecular formula: C28H50InN4O4P
Method: DFT, wB97M-V/def2-TZVPD

Cartesian coordinates (Å):
In  0.34543  0.25480  -0.79290
C  -2.37377  0.47348  4.06436
C  -1.60534  -0.23865  2.93421
C  -0.67186  -1.25597  3.63980
C  0.43037  -2.11305  2.95391
C  0.26452  -3.57270  3.36991
C  1.82092  -1.64669  3.39451
N  0.42198  -1.97033  1.44292
C  -0.23463  -2.96717  0.56134
C  -1.62119  -2.51036  0.12184
N  -1.64576  -1.44068  -0.90091
C  -1.33476  -1.98427  -2.22099
C  0.14780  -1.80073  -2.61376
O  0.47263  -1.86798  -3.76866
O  0.96748  -1.53717  -1.63855
C  -2.96725  -0.75717  -0.80816
C  -4.13521  -1.73107  -1.03850
C  -3.26037  0.45403  -1.71707
C  -2.31171  1.64947  -1.97960
C  -3.17234  2.90465  -2.20266
C  -1.53046  1.42009  -3.28150
N  -1.27386  1.91038  -0.94273
C  -1.57890  2.56602  0.33583
C  -1.99372  1.67283  1.50231
N  -0.97240  0.71745  1.97366
C  0.13206  1.46113  2.59145
C  1.41177  1.49757  1.74602
O  2.24269  2.34284  1.95245
O  1.55560  0.54973  0.86409
H  -2.72371  -0.25194  4.79264
H  -3.25009  0.99537  3.69077
H  -1.73707  1.18717  4.58177
H  -2.34567  -0.79598  2.34810
H  -1.36686  -1.95133  4.11368
H  -0.18661  -0.73795  4.46692
H  0.40640  -3.63802  4.44556
H  1.01681  -4.20598  2.90521
H  -0.72768  -3.95967  3.15223
H  1.87721  -1.60729  4.47947
H  2.06572  -0.66176  3.00589
H  2.58258  -2.34846  3.06065
H  1.40211  -1.88820  1.14426
H  0.02852  -1.02983  1.24484
H  -0.32980  -3.91562  1.08890
H  0.39704  -3.13305  -0.31369
H  -2.15838  -2.16443  1.00736
H  -2.14599  -3.39340  -0.26072
H  -1.90639  -1.47564  -2.99454
H  -1.55757  -3.05369  -2.30035
H  -3.00784  -0.40693  0.22658
H  -4.04446  -2.21394  -2.00835
H  -5.08020  -1.19340  -1.01701
H  -4.20036  -2.50189  -0.27554
H  -4.17909  0.86299  -1.29017
H  -3.53759  0.07636  -2.70128
H  -3.80405  2.75342  -3.07369
H  -2.54745  3.77501  -2.39577
H  -3.82361  3.12991  -1.36337
H  -2.22253  1.22660  -4.09809
H  -0.84828  0.57044  -3.20816
H  -0.96297  2.31384  -3.54645
H  -0.64916  2.56964  -1.41186
H  -2.38009  3.29889  0.20291
H  -0.67905  3.11476  0.62502
H  -2.89912  1.13287  1.23070
H  -2.25132  2.36713  2.31285
H  0.41887  1.02018  3.54815
H  -0.12807  2.50323  2.80138
C  2.17851  1.78508  -3.87766
P  2.24615  1.55957  -2.06374
C  3.80037  0.67274  -1.78149
C  2.32794  3.17273  -1.24641
C  1.32120  4.10673  -1.50227
C  1.26536  5.28302  -0.77804
C  2.20676  5.53350  0.21009
C  3.22855  4.62695  0.43896
C  3.28970  3.44345  -0.27882
H  3.16282  2.11817  -4.20789
H  1.44075  2.53066  -4.16619
H  1.94431  0.83690  -4.36289
H  4.62349  1.27033  -2.18281
H  3.74881  -0.28237  -2.30639
H  3.95010  0.49389  -0.71722
H  0.60955  3.93960  -2.30808
H  0.48344  5.99920  -0.97527
H  2.13817  6.43245  0.80204
H  3.96499  4.82058  1.20021
H  4.07147  2.73137  -0.07076

Total charge: +2
Total energy: -58448.5651 eV
HOMO energy: -14.2 eV